Record 1
{"formula": "C53H116O33S10", "method": "ωB97M-V/def2-TZVPD", "homo_lumo_gap_ev": 10.005, "max_force_ha_per_bohr": 0.073, "species": ["C", "O", "H", "H", "H", "H", "C", "O", "H", "H", "H", "H", "C", "O", "H", "H", "H", "H", "C", "O", "H", "H", "H", "H", "C", "O", "H", "H", "H", "H", "C", "O", "H", "H", "H", "H", "C", "O", "H", "H", "H", "H", "C", "C", "O", "C", "O", "O", "H", "H", "H", "H", "C", "C", "O", "C", "O", "O", "H", "H", "H", "H", "C", "C", "C", "S", "O", "O", "C", "H", "H", "H", "H", "H", "H", "H", "H", "C", "C", "C", "S", "O", "O", "C", "H", "H", "H", "H", "H", "H", "H", "H", "C", "C", "C", "S", "O", "O", "C", "H", "H", "H", "H", "H", "H", "H", "H", "C", "C", "C", "S", "O", "O", "C", "H", "H", "H", "H", "H", "H", "H", "H", "C", "C", "C", "S", "O", "O", "C", "H", "H", "H", "H", "H", "H", "H", "H", "C", "C", "C", "S", "O", "O", "C", "H", "H", "H", "H", "H", "H", "H", "H", "C", "C", "C", "S", "O", "O", "C", "H", "H", "H", "H", "H", "H", "H", "H", "C", "C", "C", "S", "O", "O", "C", "H", "H", "H", "H", "H", "H", "H", "H", "C", "C", "C", "S", "O", "O", "C", "H", "H", "H", "H", "H", "H", "H", "H", "C", "C", "C", "S", "O", "O", "C", "H", "H", "H", "H", "H", "H", "H", "H"], "coordinates": [[-10.56, 16.91, 18.34], [-11.80, 17.10, 17.70], [-10.09, 15.94, 18.08], [-9.74, 17.65, 18.05], [-10.80, 16.88, 19.39], [-11.68, 17.07, 16.72], [-19.76, 19.16, 17.09], [-18.78, 18.96, 16.10], [-19.26, 18.98, 18.06], [-20.26, 20.25, 17.00], [-20.58, 18.39, 16.94], [-17.96, 18.96, 16.62], [-16.52, 18.64, 6.46], [-17.17, 17.43, 6.22], [-17.04, 19.13, 7.28], [-15.47, 18.53, 6.76], [-16.49, 19.29, 5.54], [-16.68, 16.90, 5.59], [-14.83, 15.58, 19.38], [-14.43, 15.72, 18.04], [-13.95, 15.31, 19.95], [-15.30, 16.47, 19.83], [-15.52, 14.76, 19.41], [-13.54, 16.12, 17.98], [-13.67, 23.50, 14.93], [-12.52, 23.06, 15.65], [-14.26, 24.11, 15.58], [-13.37, 24.10, 14.13], [-14.24, 22.65, 14.60], [-11.85, 23.74, 15.64], [-16.69, 16.28, 15.51], [-17.10, 16.56, 14.16], [-16.75, 15.16, 15.80], [-15.68, 16.59, 15.71], [-17.22, 16.80, 16.29], [-17.73, 17.32, 14.21], [-9.43, 17.54, 14.32], [-8.78, 18.78, 14.16], [-10.10, 17.77, 15.17], [-10.13, 17.30, 13.54], [-8.79, 16.74, 14.60], [-8.19, 18.71, 13.41], [-15.80, 22.34, 7.66], [-14.64, 21.42, 8.05], [-14.13, 22.05, 9.31], [-15.03, 22.93, 9.76], [-14.97, 23.53, 10.78], [-16.05, 23.02, 8.89], [-16.66, 21.79, 7.36], [-15.43, 23.03, 6.89], [-13.85, 21.39, 7.34], [-14.96, 20.38, 8.31], [-8.76, 20.10, 6.17], [-8.69, 18.57, 6.47], [-10.04, 18.15, 6.43], [-10.83, 19.22, 6.19], [-12.04, 19.20, 6.15], [-10.15, 20.34, 6.05], [-8.26, 20.38, 5.23], [-8.43, 20.71, 7.00], [-8.22, 18.41, 7.40], [-8.13, 18.13, 5.67], [-7.24, 20.95, 16.44], [-8.01, 21.66, 15.31], [-9.49, 21.85, 15.75], [-9.83, 20.77, 17.10], [-10.87, 19.89, 16.70], [-9.89, 21.53, 18.31], [-8.18, 19.95, 17.12], [-6.99, 21.74, 17.15], [-6.30, 20.54, 16.17], [-8.13, 21.10, 14.37], [-7.62, 22.65, 15.04], [-10.27, 21.72, 14.96], [-9.61, 22.91, 16.05], [-8.31, 19.07, 16.47], [-7.95, 19.69, 18.14], [-13.17, 20.18, 13.75], [-14.36, 19.93, 12.77], [-14.33, 18.44, 12.39], [-12.58, 18.26, 12.09], [-12.32, 19.04, 10.87], [-12.01, 16.94, 12.08], [-12.08, 19.15, 13.58], [-13.59, 20.19, 14.73], [-12.86, 21.21, 13.41], [-14.34, 20.53, 11.85], [-15.38, 20.14, 13.16], [-14.80, 18.12, 11.46], [-14.41, 17.68, 13.20], [-11.06, 19.43, 13.57], [-12.14, 18.43, 14.40], [-8.04, 15.43, 11.64], [-9.11, 15.35, 10.50], [-9.28, 16.74, 9.93], [-7.66, 17.57, 10.30], [-7.84, 18.60, 11.29], [-7.05, 17.86, 9.05], [-6.86, 16.19, 11.10], [-7.77, 14.44, 12.05], [-8.50, 15.95, 12.51], [-9.98, 14.90, 10.86], [-8.68, 14.62, 9.76], [-10.07, 17.27, 10.53], [-9.41, 16.71, 8.85], [-6.32, 16.58, 11.93], [-6.10, 15.83, 10.37], [-13.34, 24.97, 18.62], [-13.55, 26.39, 18.21], [-12.64, 26.59, 17.02], [-11.09, 25.85, 17.57], [-10.31, 26.80, 18.34], [-10.46, 25.14, 16.46], [-11.79, 24.63, 18.73], [-13.70, 24.31, 17.85], [-13.85, 24.64, 19.53], [-13.43, 27.07, 19.09], [-14.63, 26.50, 17.94], [-12.48, 27.60, 16.82], [-12.98, 26.11, 16.12], [-11.48, 24.95, 19.73], [-11.41, 23.65, 18.45], [-11.69, 22.30, 10.79], [-10.30, 22.47, 11.56], [-9.52, 21.20, 11.32], [-9.71, 21.04, 9.49], [-9.69, 19.68, 9.04], [-8.76, 21.93, 8.83], [-11.35, 21.65, 9.45], [-12.28, 23.17, 10.65], [-12.36, 21.57, 11.31], [-10.41, 22.68, 12.65], [-9.74, 23.27, 11.19], [-9.96, 20.26, 11.71], [-8.44, 21.28, 11.60], [-11.98, 20.78, 9.26], [-11.24, 22.39, 8.60], [-18.84, 20.81, 12.49], [-18.56, 19.27, 12.44], [-18.39, 19.01, 10.97], [-17.50, 20.25, 10.22], [-18.07, 20.54, 8.92], [-16.15, 19.83, 10.30], [-17.88, 21.46, 11.45], [-18.59, 21.22, 13.47], [-19.91, 21.08, 12.18], [-19.24, 18.64, 12.96], [-17.59, 19.17, 12.91], [-19.39, 18.93, 10.42], [-17.78, 18.12, 10.79], [-18.30, 22.39, 10.95], [-16.87, 21.61, 11.75], [-14.19, 13.04, 15.14], [-13.93, 13.06, 13.59], [-13.24, 14.38, 13.38], [-12.08, 14.52, 14.69], [-12.18, 15.83, 15.34], [-10.75, 14.02, 14.38], [-12.88, 13.31, 15.74], [-14.55, 12.00, 15.45], [-14.88, 13.78, 15.38], [-14.88, 13.00, 13.14], [-13.20, 12.24, 13.44], [-13.97, 15.14, 13.46], [-12.61, 14.48, 12.53], [-12.86, 13.71, 16.73], [-12.31, 12.34, 15.63], [-13.40, 16.57, 8.57], [-14.73, 16.28, 9.38], [-14.47, 15.35, 10.51], [-13.41, 14.21, 9.76], [-14.07, 13.34, 8.83], [-12.55, 13.52, 10.71], [-12.56, 15.37, 8.69], [-12.96, 17.43, 8.98], [-13.60, 16.77, 7.52], [-15.41, 15.82, 8.65], [-15.13, 17.25, 9.68], [-15.43, 15.03, 10.99], [-13.81, 15.85, 11.21], [-12.35, 14.81, 7.73], [-11.61, 15.59, 9.24], [-19.60, 24.51, 15.58], [-19.13, 24.76, 14.09], [-17.68, 24.28, 13.98], [-17.39, 23.30, 15.39], [-16.60, 23.99, 16.39], [-16.87, 22.01, 14.95], [-19.00, 23.17, 16.00], [-20.62, 24.54, 15.73], [-19.05, 25.23, 16.23], [-19.27, 25.80, 13.88], [-19.78, 24.18, 13.44], [-16.96, 25.03, 13.97], [-17.53, 23.66, 13.06], [-18.86, 23.02, 17.07], [-19.54, 22.32, 15.59], [-13.75, 20.29, 17.64], [-14.06, 19.80, 19.06], [-15.24, 20.69, 19.56], [-16.27, 20.57, 18.05], [-17.37, 21.50, 18.05], [-16.50, 19.17, 17.81], [-14.89, 21.12, 17.15], [-13.58, 19.44, 16.98], [-12.85, 20.91, 17.56], [-13.18, 19.82, 19.63], [-14.47, 18.72, 19.04], [-15.04, 21.75, 19.78], [-15.95, 20.25, 20.33], [-14.85, 22.17, 17.39], [-15.06, 21.08, 16.05]]}



Record 2
{"formula": "C53H126N6O5", "method": "ωB97M-V/def2-TZVPD", "smiles": "CCN(CC)CC.CCN(CC)CC.CCN(CC)CC.CCN(CC)CC.CCN(CC)CC.CCN(CC)CC.C1CCOC1.C1CCOC1.C1CCOC1.C1CCOC1.CO", "homo_lumo_gap_ev": 8.429, "max_force_ha_per_bohr": 0.058, "species": ["C", "C", "N", "C", "C", "C", "C", "H", "H", "H", "H", "H", "H", "H", "H", "H", "H", "H", "H", "H", "H", "H", "C", "C", "N", "C", "C", "C", "C", "H", "H", "H", "H", "H", "H", "H", "H", "H", "H", "H", "H", "H", "H", "H", "C", "C", "N", "C", "C", "C", "C", "H", "H", "H", "H", "H", "H", "H", "H", "H", "H", "H", "H", "H", "H", "H", "C", "C", "N", "C", "C", "C", "C", "H", "H", "H", "H", "H", "H", "H", "H", "H", "H", "H", "H", "H", "H", "H", "C", "C", "N", "C", "C", "C", "C", "H", "H", "H", "H", "H", "H", "H", "H", "H", "H", "H", "H", "H", "H", "H", "C", "C", "N", "C", "C", "C", "C", "H", "H", "H", "H", "H", "H", "H", "H", "H", "H", "H", "H", "H", "H", "H", "C", "O", "H", "H", "H", "H", "C", "C", "C", "O", "C", "H", "H", "H", "H", "H", "H", "H", "H", "C", "C", "C", "O", "C", "H", "H", "H", "H", "H", "H", "H", "H", "C", "C", "C", "O", "C", "H", "H", "H", "H", "H", "H", "H", "H", "C", "C", "C", "O", "C", "H", "H", "H", "H", "H", "H", "H", "H"], "coordinates": [[-4.31, -8.42, 2.49], [-4.72, -7.01, 3.13], [-4.38, -5.85, 2.25], [-4.42, -4.61, 3.07], [-3.15, -3.82, 2.73], [-5.33, -5.82, 1.10], [-5.03, -4.90, -0.13], [-4.58, -9.34, 3.00], [-3.23, -8.29, 2.44], [-4.77, -8.59, 1.52], [-5.78, -6.93, 3.37], [-4.13, -6.85, 4.03], [-5.26, -3.97, 2.81], [-4.64, -4.74, 4.13], [-3.19, -2.88, 3.29], [-2.36, -4.55, 2.90], [-3.10, -3.43, 1.72], [-6.33, -5.53, 1.39], [-5.33, -6.84, 0.69], [-5.70, -5.17, -0.95], [-3.95, -4.96, -0.28], [-5.20, -3.87, 0.18], [3.93, 4.72, -7.59], [4.02, 3.96, -6.24], [2.85, 3.09, -5.96], [1.71, 3.83, -5.49], [0.77, 3.00, -4.52], [2.51, 2.12, -7.03], [3.67, 1.31, -7.65], [3.82, 3.97, -8.38], [4.85, 5.25, -7.83], [3.01, 5.31, -7.72], [4.92, 3.36, -6.32], [4.28, 4.74, -5.53], [1.94, 4.78, -5.00], [1.08, 4.15, -6.32], [0.02, 3.68, -4.13], [0.18, 2.40, -5.21], [1.34, 2.47, -3.76], [1.95, 2.65, -7.80], [1.86, 1.36, -6.59], [4.16, 1.88, -8.43], [3.35, 0.40, -8.15], [4.33, 1.14, -6.79], [8.18, -2.82, 1.65], [6.91, -2.72, 0.74], [5.99, -1.57, 1.01], [6.65, -0.28, 0.96], [7.23, 0.19, -0.37], [4.77, -1.69, 0.14], [3.80, -2.89, 0.50], [8.05, -2.73, 2.72], [8.94, -2.09, 1.36], [8.64, -3.79, 1.43], [7.22, -2.76, -0.31], [6.41, -3.68, 0.85], [5.81, 0.38, 1.18], [7.35, -0.48, 1.78], [7.77, 1.14, -0.33], [7.92, -0.58, -0.73], [6.46, 0.31, -1.13], [4.99, -1.91, -0.90], [4.18, -0.78, 0.03], [4.32, -3.85, 0.48], [2.87, -2.85, -0.06], [3.58, -2.74, 1.56], [-0.17, 5.99, 5.23], [-0.34, 6.67, 3.89], [-0.11, 5.72, 2.77], [-0.86, 4.48, 2.75], [-2.34, 4.48, 3.12], [1.34, 5.46, 2.52], [2.04, 6.60, 1.67], [-0.92, 5.23, 5.48], [-0.24, 6.77, 5.98], [0.84, 5.58, 5.28], [-1.36, 7.03, 3.79], [0.31, 7.55, 3.83], [-0.44, 3.60, 3.24], [-0.92, 4.13, 1.72], [-2.80, 3.56, 2.76], [-2.84, 5.31, 2.61], [-2.66, 4.65, 4.15], [1.73, 5.36, 3.54], [1.48, 4.59, 1.88], [2.93, 6.34, 1.09], [1.20, 6.94, 1.07], [2.29, 7.50, 2.24], [-7.71, 3.04, 2.15], [-7.30, 1.66, 1.62], [-5.84, 1.40, 1.47], [-5.23, 1.20, 2.74], [-5.42, -0.13, 3.37], [-5.61, 0.47, 0.43], [-4.11, 0.48, 0.02], [-7.67, 3.81, 1.38], [-6.97, 3.39, 2.86], [-8.72, 3.19, 2.53], [-7.68, 0.80, 2.18], [-7.67, 1.68, 0.59], [-4.18, 1.46, 2.65], [-5.59, 1.94, 3.46], [-5.07, -0.96, 2.75], [-4.95, -0.14, 4.35], [-6.50, -0.22, 3.50], [-5.96, 0.86, -0.53], [-6.01, -0.52, 0.64], [-3.79, 1.51, -0.13], [-3.95, 0.03, -0.96], [-3.55, -0.07, 0.78], [-0.10, 1.49, -0.88], [0.68, 0.36, -0.25], [-0.10, -0.66, 0.38], [-0.84, -0.24, 1.62], [0.11, 0.57, 2.54], [-0.83, -1.58, -0.45], [-0.69, -3.03, 0.07], [-0.66, 2.12, -0.19], [-0.57, 1.18, -1.81], [0.58, 2.26, -1.23], [1.41, 0.02, -0.98], [1.43, 0.72, 0.46], [-1.64, 0.49, 1.50], [-1.26, -1.15, 2.04], [-0.29, 0.72, 3.54], [1.00, 0.03, 2.87], [0.48, 1.56, 2.26], [-0.40, -1.58, -1.45], [-1.89, -1.37, -0.64], [-1.13, -3.71, -0.65], [-1.05, -3.11, 1.10], [0.37, -3.31, 0.06], [-1.55, -6.77, -0.29], [-1.59, -6.46, 1.14], [-1.01, -7.71, -0.42], [-2.53, -6.88, -0.77], [-0.96, -5.96, -0.72], [-2.48, -6.27, 1.44], [5.07, 3.10, -1.14], [4.91, 4.21, -2.10], [3.35, 4.30, -2.16], [2.88, 3.67, -0.97], [3.94, 3.20, -0.16], [6.07, 3.26, -0.72], [5.05, 2.15, -1.67], [5.42, 4.08, -3.05], [5.25, 5.18, -1.72], [3.00, 3.74, -3.03], [3.08, 5.35, -2.25], [3.77, 2.15, 0.09], [4.11, 3.78, 0.74], [0.78, -5.30, 5.49], [1.01, -4.37, 4.27], [1.38, -3.06, 4.95], [0.95, -3.20, 6.36], [0.16, -4.34, 6.48], [1.76, -5.68, 5.80], [0.20, -6.19, 5.26], [0.06, -4.44, 3.74], [1.79, -4.92, 3.74], [0.94, -2.13, 4.58], [2.46, -2.94, 4.92], [-0.91, -4.17, 6.36], [0.21, -4.69, 7.51], [-0.44, 7.02, -1.62], [-1.71, 7.29, -2.39], [-2.07, 5.99, -3.01], [-1.18, 5.03, -2.41], [-0.71, 5.60, -1.17], [-0.44, 7.62, -0.71], [0.49, 7.16, -2.16], [-1.55, 8.08, -3.13], [-2.45, 7.61, -1.66], [-1.97, 5.93, -4.09], [-3.03, 5.52, -2.80], [0.08, 5.07, -0.63], [-1.56, 5.47, -0.49], [-0.08, -6.57, -5.55], [-0.40, -5.24, -4.88], [-0.04, -5.46, -3.43], [-0.59, -6.77, -3.23], [-0.39, -7.63, -4.40], [0.94, -6.67, -5.92], [-0.71, -6.66, -6.43], [-1.47, -5.05, -4.80], [0.04, -4.41, -5.41], [-0.49, -4.78, -2.72], [1.03, -5.46, -3.22], [-1.25, -8.30, -4.48], [0.46, -8.31, -4.35]]}